(1)
Density functional theory data (ωB97M-V with the def2-TZVPD basis set) for 2 unconnected molecules or ions with the total composition C6H11NO at a distorted geometry.

Element x y z (Å)
O -0.47 -0.85 1.58
N -0.11 2.25 -0.87
C -1.76 2.82 -2.51
C 0.70 -1.58 1.63
C 1.56 -1.49 2.64
C 0.10 1.01 -1.04
C 0.92 -2.44 0.42
C -1.36 2.76 -1.24
H 1.70 -3.18 0.62
H -2.69 3.27 -2.81
H 2.53 -1.96 2.52
H 1.29 -1.87 -0.43
H -1.23 -1.43 1.68
H 1.14 0.69 -1.08
H -1.05 2.53 -3.28
H -2.03 3.06 -0.44
H 1.47 -0.93 3.55
H -0.70 0.28 -1.09
H -0.01 -2.94 0.14

## Properties
E ... -9935.3079 eV
F_max ... 1.09 eV/A
SMILES string ... C=C(C)O.C=CN=C
LUMO level ... 0.75 eV
Kohn-Sham gap ... 0.3514 Eh

***

(2)
Density functional theory data (ωB97M-V with the def2-TZVPD basis set) for a molecular structure, C37H67CrF5NO26S2 at a distorted geometry.

Element x y z (Å)
Cr 1.87 -1.03 2.32
S 2.09 0.88 -0.46
S 0.02 -0.33 -0.33
F 3.34 1.22 0.55
F -0.86 4.52 -3.51
F 2.46 -2.85 -4.24
F 3.36 6.28 0.05
F -0.50 -1.62 0.42
O 5.30 -2.92 -1.01
O -2.59 -3.34 -2.77
O 1.72 5.57 1.34
O 2.19 0.87 3.15
O 3.40 -2.52 -2.12
O 2.81 0.45 -1.63
O -1.48 -0.45 4.87
O -0.22 -0.76 3.01
O 0.96 2.19 -3.43
O 3.25 2.09 4.72
O -3.77 -3.16 3.85
O 3.92 -1.58 2.05
O 0.05 -0.69 -1.71
O -2.53 -0.10 -4.48
O -0.40 5.48 1.97
O -0.02 3.15 -5.14
O -1.33 -4.08 -1.04
O 6.06 -1.25 1.41
O 2.16 2.55 -5.29
O -1.93 -0.74 -6.57
O 0.16 5.36 -0.21
O -4.62 2.66 -1.09
O 1.47 2.19 -0.40
O -5.21 -4.17 5.26
O -0.93 0.64 0.10
O 5.30 -1.85 -3.00
N 1.55 -0.22 0.50
C -4.62 -3.19 4.90
C -2.72 -0.72 -5.49
C 0.43 5.44 1.12
C -5.48 1.55 -1.22
C 5.30 0.77 4.53
C -6.85 1.94 -1.71
C -1.27 -0.53 3.57
C 3.98 0.98 5.23
C 6.92 -0.16 -0.53
C -3.68 -1.85 -1.22
C -1.46 -3.81 -2.21
C 2.35 1.91 3.79
C -0.44 2.22 -3.12
C -4.70 -1.89 5.62
C -3.28 2.35 -0.81
C -0.33 -0.42 5.73
C -2.55 3.66 -0.49
C 4.29 -1.35 -3.85
C 2.99 -1.97 -3.35
C 0.35 -0.78 -5.71
C -2.50 -4.13 2.03
C -0.69 0.13 7.10
C 5.71 -0.27 0.40
C 5.10 -1.89 2.03
C -2.53 -0.23 2.80
C 5.63 -3.03 2.85
C 1.40 5.41 -0.94
C -3.66 -4.29 3.01
C -0.71 -0.01 -6.49
C 1.57 3.11 3.40
C 2.46 5.26 0.17
C -0.93 3.28 -4.08
C -3.88 -1.70 -5.59
C 1.16 2.66 -4.68
C 4.73 -2.46 -1.96
C -0.33 -3.69 -3.17
C -3.74 -3.19 -1.95
H -4.17 -2.03 -4.60
H -5.75 -1.64 5.80
H -6.72 2.63 -2.56
H -2.62 -3.22 1.44
H -2.76 -1.12 2.22
H 2.25 -1.20 -3.16
H -2.49 -5.01 1.41
H -5.05 0.82 -1.92
H 0.52 -1.75 -6.19
H -3.82 -3.97 -1.19
H 2.94 4.28 0.15
H -4.63 -3.28 -2.57
H 4.78 -0.49 -0.11
H 0.44 -4.40 -2.89
H -7.44 2.49 -0.99
H -3.54 -2.60 -6.10
H -1.57 3.50 -0.05
H -4.76 -1.34 -6.13
H 4.20 -0.26 -3.79
H -1.94 3.15 -4.45
H -3.00 -1.89 -0.37
H -3.16 4.23 0.21
H 7.84 -0.17 0.05
H -2.54 4.27 -1.40
H 4.84 -3.77 2.97
H 1.41 6.38 -1.43
H 0.01 -1.45 5.84
H 0.88 2.80 2.62
H 4.42 -1.60 -4.91
H 6.85 0.81 -1.02
H 5.67 0.72 0.86
H -4.28 -2.00 6.62
H 3.37 0.06 5.22
H 0.09 -0.88 -4.66
H -5.50 1.03 -0.25
H 0.10 0.10 7.84
H -3.39 0.00 3.42
H 6.42 -3.60 2.37
H -4.63 -1.62 -0.74
H 0.11 -2.70 -3.01
H -4.25 -1.06 5.08
H 6.98 -0.92 -1.31
H -0.31 0.11 -7.50
H -0.58 2.55 -2.09
H -0.86 1.23 -3.26
H -3.39 -1.11 -1.97
H -1.58 -3.98 2.61
H -0.98 1.18 6.94
H 1.28 -0.21 -5.75
H 0.97 3.41 4.27
H 5.98 1.57 4.82
H -2.83 1.72 -1.58
H -1.61 -0.28 7.53
H -0.87 1.00 -6.12
H -0.58 -3.84 -4.22
H -3.19 1.80 0.14
H -7.41 1.11 -2.15
H 0.48 0.21 5.36
H 5.18 0.80 3.44
H 1.43 4.61 -1.67
H -2.34 0.62 2.15
H 5.76 -0.18 4.78
H -4.52 -4.34 2.34
H 5.97 -2.62 3.80
H -3.59 -5.25 3.52
H 4.17 1.11 6.30
H 2.24 3.92 3.12

## Properties
E ... -157855.6252 eV
F_max ... 8.20 eV/A
2S+1 ... 5
LUMO level (spin up / spin down) ... -4.59 / -3.82 eV
Charge ... +1
Kohn-Sham gap (spin up / spin down) ... 0.2449 / 0.2731 Eh

***

(3)
Density functional theory data (ωB97M-V with the def2-TZVPD basis set) for a molecular structure, C19H39O13Zn at a distorted geometry.

Element x y z (Å)
Zn 0.21 -1.20 2.75
O -2.47 -6.06 0.38
O -5.81 1.27 3.03
O 3.45 -1.14 -3.03
O -1.01 -0.59 1.32
O -4.32 -6.62 1.43
O 1.20 0.57 2.76
O 1.90 -2.71 -3.47
O 3.25 -2.03 -5.07
O -0.09 5.70 -0.72
O 2.68 1.87 3.86
O -4.10 -4.50 0.83
O 4.58 2.42 0.07
O 1.61 2.71 2.15
C -4.94 1.17 0.82
C -1.10 -0.19 0.00
C 2.19 5.17 -1.23
C 0.19 3.60 -1.77
C -4.30 -0.51 2.72
C -5.42 -6.26 2.26
C -3.43 -3.45 0.13
C 3.98 1.95 -0.88
C 0.69 4.91 -1.18
C 2.94 -1.94 -3.77
C 2.88 0.94 -0.64
C 2.44 -2.76 -5.98
C -3.56 -5.75 0.80
C 1.79 1.64 2.93
C 2.26 3.96 2.44
C 1.28 -2.44 -2.20
C 3.11 0.82 4.69
C 4.34 2.26 -2.32
C -5.07 0.70 2.25
H -2.45 -3.36 0.60
H -3.27 -3.60 -0.94
H -5.01 -1.33 2.65
H -0.79 3.79 -2.20
H 2.14 1.04 -1.43
H 3.29 3.96 2.08
H 3.26 -0.08 -0.59
H 1.48 -2.27 -6.14
H -1.74 -0.84 -0.62
H 3.44 -0.04 4.11
H 3.61 2.91 -2.80
H 2.74 4.68 -0.42
H -6.18 -5.67 1.74
H -1.67 0.74 -0.02
H 0.09 2.83 -1.00
H 2.63 4.80 -2.15
H -3.93 1.56 0.76
H 2.50 1.15 0.36
H -3.50 -0.58 1.98
H -5.15 0.34 0.15
H 2.42 6.24 -1.19
H 2.93 -2.91 -6.94
H 4.49 1.33 -2.87
H -5.59 2.00 0.55
H 2.23 -3.77 -5.63
H 2.01 -2.56 -1.40
H 0.89 3.24 -2.53
H 3.94 1.07 5.35
H 5.30 2.75 -2.46
H 0.44 -3.11 -2.02
H -5.92 -7.16 2.61
H 2.32 0.47 5.36
H 0.91 -1.41 -2.19
H 1.72 4.73 1.90
H -0.16 -0.07 -0.55
H 2.27 4.28 3.48
H -5.13 -5.78 3.19
H -3.83 -0.34 3.69
H -4.06 -2.57 0.19

## Properties
E ... -95360.3921 eV
F_max ... 3.78 eV/A
LUMO level ... -7.05 eV
Charge ... +1
Kohn-Sham gap ... 0.1634 Eh

***

(4)
Density functional theory data (ωB97M-V with the def2-TZVPD basis set) for a molecular structure, C4H6N2O at a distorted geometry.

Element x y z (Å)
O -2.83 -0.26 0.41
N 1.61 0.31 -0.03
N -0.86 -0.93 -0.41
C -1.69 -0.08 0.14
C 2.05 -0.75 0.49
C -0.70 1.18 0.16
C 0.39 0.52 -0.58
H -0.51 1.40 1.12
H -1.03 -1.88 -0.72
H 1.54 -1.62 0.45
H 3.00 -0.59 0.80
H 0.34 0.65 -1.60
H -1.31 2.06 -0.24

## Properties
E ... -9270.0072 eV
F_max ... 4.50 eV/A
LUMO level ... 0.55 eV
Kohn-Sham gap ... 0.3625 Eh